{
  "formula": "C3H11N3O",
  "method": "ωB97M-V/def2-TZVPD",
  "e_above_lowest_kcal_mol": 123.04,
  "e_homo_ha": [-0.275, -0.275],
  "lumo_energy_ev": [0.8835, 0.8837],
  "total_charge": 0,
  "symbols": ["C", "H", "H", "N", "H", "N", "H", "N", "H", "H", "H", "C", "O", "H", "H", "C", "H", "H"],
  "coordinates": [[-0.9630, -0.0724, -0.2713], [-1.9113, -1.3541, 1.2079], [2.4338, -1.6226, 1.0007], [-0.7646, -1.0339, -1.3388], [-1.6223, -1.1864, -1.8607], [1.7816, 1.2292, 0.5573], [-3.0512, -0.4490, 0.2060], [1.6345, 0.0796, 1.1913], [1.4290, 2.4650, -1.0522], [-1.1718, 0.8951, -0.7348], [1.5661, 0.6266, -1.4056], [1.5210, 1.4484, -0.7153], [2.1052, -0.9834, 0.3602], [1.6955, 2.0012, 1.2127], [0.0180, -0.1030, 0.4054], [-2.0876, -0.3953, 0.7184], [-0.4541, -1.9229, -0.9638], [-2.1587, 0.3780, 1.4828]]
}

{
  "formula": "C3H11N3O",
  "method": "ωB97M-V/def2-TZVPD",
  "e_above_lowest_kcal_mol": 176.76,
  "e_homo_ha": -0.250,
  "lumo_energy_ev": 0.4636,
  "total_charge": 0,
  "symbols": ["N", "H", "H", "H", "C", "O", "H", "N", "H", "H", "N", "C", "H", "C", "H", "H", "H", "H"],
  "coordinates": [[-0.2732, -1.7258, 0.2061], [0.1596, -0.1338, -1.8749], [0.9297, 1.2609, -1.0474], [1.9010, -0.2608, -1.6095], [-1.7255, 1.4351, -0.8717], [-1.3017, 0.3890, -0.0982], [-1.6847, -2.5929, 1.0142], [-0.8793, -1.9949, 1.2314], [2.1071, 0.4445, 1.6575], [-1.6709, 2.4053, -0.3474], [1.0856, -0.8337, 0.3390], [0.9838, 0.2059, -1.2647], [1.8520, -1.4758, 0.1812], [1.1291, -0.0232, 1.5577], [0.9578, -0.6528, 2.4361], [0.3179, 0.6982, 1.5032], [-1.1177, 1.5365, -1.8062], [-2.7706, 1.3184, -1.2063]]
}

{
  "formula": "C3H11N4",
  "method": "ωB97M-V/def2-TZVPD",
  "e_above_lowest_kcal_mol": 112.45,
  "e_homo_ha": -0.469,
  "lumo_energy_ev": -3.8956,
  "total_charge": 1,
  "symbols": ["C", "H", "H", "H", "N", "N", "C", "H", "H", "H", "H", "H", "H", "N", "C", "H", "N", "H"],
  "coordinates": [[0.7725, 0.7355, 0.1179], [1.5920, -0.3555, 1.5409], [1.3496, 1.0585, -2.6182], [-1.6963, -1.4118, -1.3004], [-0.4048, -0.0825, -1.1030], [-1.7974, -1.9998, 1.6590], [1.2876, 1.7267, -0.5201], [-1.1078, -1.3142, 0.5588], [0.7664, 2.6296, -2.1881], [-1.6938, -2.9429, 1.2734], [-2.7890, -1.7828, 1.6945], [-0.1343, -0.0639, 1.6632], [-1.3087, -1.9908, 2.5480], [-1.0180, -0.9972, -0.5782], [1.4203, 1.9158, -1.9121], [1.5449, 2.6718, 0.0063], [0.7500, 0.0578, 1.2950], [2.4669, 2.1456, -2.1372]]
}

{
  "formula": "C3H11N4O2Tl",
  "method": "ωB97M-V/def2-TZVPD",
  "e_homo_ha": -0.311,
  "lumo_energy_ev": 0.2546,
  "total_charge": 0,
  "symbols": ["H", "N", "H", "H", "H", "O", "N", "C", "C", "O", "Tl", "N", "H", "C", "H", "H", "H", "H", "H", "N", "H"],
  "coordinates": [[0.6166, 1.7028, -1.4787], [0.0214, 1.0302, -1.0100], [0.4128, 0.8654, -0.0859], [-3.0807, 1.0284, 0.3067], [3.1908, -0.4754, 1.7340], [1.2135, -0.8976, 2.9247], [2.7184, -0.8806, -0.2291], [-2.1027, 0.5948, 0.0765], [-1.3554, 1.5137, -0.8740], [0.2529, -1.2063, 0.9137], [0.2474, -1.5829, -1.4310], [-2.2006, -0.7577, -0.4835], [-1.4034, 2.5380, -0.4904], [1.2162, -0.9200, 1.7018], [-1.5394, 0.5271, 1.0085], [-1.8407, 1.5048, -1.8541], [-2.3081, -1.4452, 0.2516], [3.1999, -0.1367, -0.7193], [-2.9934, -0.8367, -1.1095], [2.4197, -0.4631, 1.0820], [3.3148, -1.7032, -0.2342]]
}

{
  "formula": "C3H11N4S",
  "method": "ωB97M-V/def2-TZVPD",
  "e_above_lowest_kcal_mol": 13.40,
  "e_homo_ha": -0.121,
  "lumo_energy_ev": 3.9244,
  "total_charge": -1,
  "symbols": ["N", "N", "C", "H", "H", "H", "H", "H", "S", "C", "C", "N", "H", "N", "H", "H", "H", "H", "H"],
  "coordinates": [[-3.1661, -0.4578, 2.0544], [-1.4477, 1.1144, 1.3281], [2.4185, -1.1218, -0.6535], [-1.7319, 1.9834, 1.8161], [-3.1932, 0.1135, 2.8615], [1.8195, -1.8625, -1.2141], [0.6983, -0.7620, 0.6470], [2.9373, -1.6610, 0.1611], [0.6058, 0.9260, -1.0944], [1.3839, -0.1041, 0.0746], [-2.3099, -0.0164, 1.1846], [3.4338, -0.6056, -1.6092], [-2.4190, -1.7448, -0.0123], [-2.2194, -0.7205, -0.0597], [4.2273, -0.1844, -1.1079], [-0.7655, 1.2895, 0.5664], [2.9399, 0.1854, -2.0976], [1.9837, 0.4874, 0.8054], [-1.3490, -0.5201, -0.5435]]
}

{
  "formula": "C3H11N5",
  "method": "ωB97M-V/def2-TZVPD",
  "smiles": "C/[NH+]=C(\\C)N(N)N=[NH2+]",
  "e_above_lowest_kcal_mol": 55.09,
  "e_homo_ha": -0.714,
  "lumo_energy_ev": -9.8109,
  "total_charge": 2,
  "symbols": ["N", "H", "H", "H", "N", "C", "N", "N", "C", "N", "H", "H", "H", "H", "H", "H", "H", "C", "H"],
  "coordinates": [[1.3621, 0.6849, -0.0950], [2.8182, -0.2956, 0.8151], [-0.8589, 2.1258, 1.0659], [1.5914, -1.8315, 0.3348], [-3.0946, -0.3336, -0.1273], [0.5829, -1.6557, -0.0101], [-0.9685, 0.4083, 0.0649], [-1.8626, -0.5448, -0.1058], [0.3722, -0.1680, 0.0094], [-1.1009, 1.7370, 0.2272], [-3.6831, -1.1292, -0.3572], [1.1119, 1.6099, 0.1490], [-3.3970, 0.7283, -0.0859], [3.3448, 1.0120, -0.2632], [-1.9858, 2.2583, -0.0085], [-0.2489, -2.2552, 0.4259], [2.6480, -0.5261, -0.8680], [2.7571, 0.1520, -0.0698], [0.6116, -1.9768, -1.1015]]
}

{
  "formula": "C3H11NO",
  "method": "ωB97M-V/def2-TZVPD",
  "smiles": "CCNC.O",
  "e_above_lowest_kcal_mol": 24.11,
  "e_homo_ha": -0.317,
  "lumo_energy_ev": 0.7954,
  "total_charge": 0,
  "symbols": ["H", "H", "N", "H", "H", "C", "H", "H", "H", "O", "C", "H", "H", "C", "H", "H"],
  "coordinates": [[-2.7363, 0.8711, 1.4764], [-0.0860, 1.3988, 1.1708], [-0.7995, 1.0820, 0.5428], [1.4523, 1.5465, -1.0357], [-2.0917, -0.5980, 0.8134], [-1.8024, 0.3337, 1.3136], [1.2564, -2.4021, 0.5116], [0.2508, -0.5206, -0.3747], [0.1321, 2.1979, -1.6676], [2.1338, -2.4104, 0.1093], [-0.3341, 0.3749, -0.6023], [-1.2040, 0.1270, -1.2148], [-1.3796, -0.0315, 2.2537], [0.5484, 1.1930, -1.5354], [2.4466, -3.3222, 0.1571], [0.6157, 0.6873, -2.4944]]
}

{
  "formula": "C3H11NO2",
  "method": "ωB97M-V/def2-TZVPD",
  "smiles": "C=C(C)N.O.O",
  "e_above_lowest_kcal_mol": 19.20,
  "e_homo_ha": -0.334,
  "lumo_energy_ev": 0.6618,
  "total_charge": 0,
  "symbols": ["N", "H", "C", "H", "C", "H", "H", "H", "H", "H", "H", "H", "H", "O", "O", "H", "C"],
  "coordinates": [[0.1179, 0.0785, -1.5343], [-2.7165, 0.9406, -1.4207], [1.0448, -0.2464, -0.4772], [-1.0065, 1.3525, 2.2209], [1.1659, 0.6237, 0.5293], [2.4440, -1.7991, -1.1472], [0.9683, 1.6742, 0.4812], [0.7977, -2.3018, -0.8174], [0.3914, 0.0865, -2.5028], [-2.0600, 0.5827, 3.1577], [-1.9408, -0.1886, -0.8232], [1.7881, -1.9331, 0.5466], [-0.2686, 0.9683, -1.2982], [-2.7916, 0.2579, -0.7589], [-1.4226, 1.3165, 3.0803], [1.8857, 0.2266, 1.2438], [1.6030, -1.6390, -0.4799]]
}

Number 1: total energy -9802.666 eV. Number 2: total energy -9800.336 eV. Number 3: total energy -9239.367 eV. Number 4: total energy -18038.953 eV. Number 5: total energy -20086.550 eV. Number 6: total energy -10718.661 eV. Number 7: total energy -6826.200 eV. Number 8: total energy -8873.657 eV.